1.
C12H14FO6S2 | the ωB97M-V functional and the def2-TZVPD basis

Properties
HOMO level, eV: -3.86
Total charge: -1
LUMO energy, eV: 2.937
Electronic energy, eV: -49343.6818
Kohn-Sham gap, eV: 6.794

Cartesian coordinates (Å):
C: 0.95592 1.15826 3.07018
H: 4.26815 -0.74198 2.35193
S: 1.41559 -2.13117 -2.40311
O: 1.53315 2.11710 -0.59589
H: -4.08282 -1.52978 -2.41184
S: 0.55174 1.89664 0.44776
H: 3.32374 -0.70331 4.66519
O: 1.07724 -2.32034 -1.01674
H: 0.02470 1.69015 3.24855
C: 0.88690 -0.55967 -2.98054
O: -2.51188 -0.28380 -0.60736
F: 0.35159 -3.07338 -3.20584
H: 3.08165 0.42855 0.50756
H: -4.38517 0.17108 0.13088
H: 1.17971 0.50542 5.10361
C: 2.80985 -0.18691 3.85308
O: 2.70087 -2.49377 -2.91957
H: 2.50599 0.57546 -2.17522
H: 1.06832 1.49231 -2.95285
C: -1.85470 0.89396 -0.37163
C: 1.53314 0.56111 -2.65525
C: 1.49181 1.12871 1.78416
C: 3.34140 -0.20798 2.56159
H: -4.04666 0.77957 -1.51892
H: -4.34886 -2.19153 -0.78202
C: -0.50597 0.63190 0.07087
H: -0.13005 -0.38680 0.07745
C: 2.68176 0.45045 1.51926
H: -5.58654 -1.17083 -1.54619
C: -4.51205 -1.32127 -1.42587
C: 1.61338 0.49213 4.10442
O: -0.12450 3.01632 1.04976
C: -3.91745 -0.06751 -0.83580
H: -0.00982 -0.60828 -3.60511
O: -2.38014 1.98917 -0.53649

---

2.
C12H14FeN5O3S | the ωB97M-V functional and the def2-TZVPD basis

Properties
HOMO level (alpha / beta), eV: -7.78 / -7.96
Total charge: 0
LUMO energy (alpha / beta), eV: 0.394 / -0.785
Electronic energy, eV: -71484.0789
Kohn-Sham gap (alpha / beta), eV: 8.177 / 7.177
Spin multiplicity: 6

Cartesian coordinates (Å):
N: -1.42879 1.39466 0.65081
C: 1.75133 -0.93990 -4.21032
H: -4.29497 1.40308 -0.83414
H: 1.45004 -1.21461 -5.21333
H: -4.34410 2.46361 0.57425
S: 0.52305 -0.11649 3.00285
H: 3.79892 0.65912 4.21229
O: 0.25743 -0.54604 -0.94982
N: 2.80303 0.52541 4.18324
N: 2.95510 0.47723 1.91796
C: 2.22086 0.31969 2.97646
N: -1.87994 -0.96008 1.19444
C: 3.08410 -0.61238 -3.95315
O: -0.67355 2.30235 0.13550
H: -4.98059 0.13806 1.53870
H: -1.20744 -2.52574 1.92669
H: 4.07270 0.13695 -0.14424
H: -0.22454 -1.17719 -3.39367
C: -2.67059 1.11791 0.52589
C: 2.99588 0.08138 -0.29578
H: 4.48715 -0.02703 -2.44923
N: 2.25696 0.27129 0.73806
C: 1.17196 -0.56251 -1.89930
H: -3.15904 2.76166 -0.70413
H: 2.31282 0.26442 5.01686
O: -2.10071 -2.20624 1.74326
H: 3.81567 -0.63074 -4.74873
C: -3.67903 1.98428 -0.14694
H: -4.29032 -1.30783 2.31560
H: -4.70288 -1.33917 0.60745
C: 2.52028 -0.23282 -1.62832
C: 3.45530 -0.27314 -2.67102
C: -2.93500 -0.24530 1.06532
C: 0.80920 -0.92202 -3.20459
C: -4.30988 -0.70805 1.40748
Fe: 0.13958 0.24615 0.71361

---

3.
C12H15AsBMnN4O7S | the ωB97M-V functional and the def2-TZVPD basis

Properties
HOMO level (alpha / beta), eV: -19.20 / -19.20
Total charge: +3
LUMO energy (alpha / beta), eV: -13.003 / -13.002
Electronic energy, eV: -136616.4760
Kohn-Sham gap (alpha / beta), eV: 6.199 / 6.200
Spin multiplicity: 2

Cartesian coordinates (Å):
O: -0.90143 -0.42568 1.01087
H: 4.85355 -1.84246 3.32697
O: -0.68740 -0.46480 -2.27258
C: -1.89329 2.70472 -1.56141
N: -3.12781 2.45753 -1.94008
N: 0.75860 3.09766 -0.83572
C: 1.28832 -1.69488 1.94935
C: -0.00246 4.14147 -1.31263
H: 2.28264 -4.09174 -1.89856
O: 1.98549 -1.15861 -2.02031
C: -1.29071 3.98696 -1.67844
S: -0.29428 -1.78610 1.28582
C: 3.66032 -1.86341 1.54802
O: 0.74967 0.82051 -0.41541
O: -0.01306 -2.17126 -0.22734
O: -1.16638 -2.65706 1.96119
H: -5.77526 -1.73552 0.27790
H: -3.69475 3.18905 -2.34753
O: 2.24377 -3.78773 -0.97320
C: -3.73743 -1.45544 -0.75261
H: 2.79583 2.67851 -1.22208
H: 4.50682 -1.97530 0.88384
N: -2.73037 -0.91234 -0.82828
H: -1.85492 4.82020 -2.07242
N: -1.13679 1.72379 -1.00935
H: 2.45787 4.29164 -0.55314
H: 2.37682 2.86597 0.49957
C: 2.77190 -1.67591 3.79987
H: 2.94326 -1.64294 4.86762
As: 1.94648 -2.13324 -0.74927
H: 0.50645 5.09217 -1.39968
C: 2.36939 -1.81530 1.06446
C: 3.84815 -1.78716 2.92998
H: -5.44086 -3.30903 -0.22560
C: 1.46710 -1.63478 3.32238
C: 2.20083 3.23815 -0.50507
C: 0.16965 1.90776 -0.73671
B: -5.14326 -2.14558 -0.68674
Mn: -0.92792 -0.24113 -0.83245
H: -5.46044 -2.56962 -1.78412
H: -3.52866 1.53430 -1.88779
H: 0.62459 -1.57337 4.00067

---

4.
C12H15ClMoO3 | the ωB97M-V functional and the def2-TZVPD basis

Properties
HOMO level (alpha / beta), eV: -17.47 / -17.57
Total charge: +2
LUMO energy (alpha / beta), eV: -10.928 / -10.667
Electronic energy, eV: -33189.1447
Kohn-Sham gap (alpha / beta), eV: 6.542 / 6.908
Spin multiplicity: 3

Cartesian coordinates (Å):
C: 2.13287 -1.90209 3.06455
C: 1.19316 -2.75082 1.07226
H: 0.58007 -3.48730 0.53206
C: 0.21650 -1.42297 -1.74047
H: 1.27586 -3.90992 2.87869
H: 2.90341 -1.28522 2.57086
H: 1.25893 0.01371 -4.35577
C: -1.01078 -1.61691 -1.02213
C: -1.91379 -0.56650 -1.39565
H: 0.82200 -0.12731 2.77951
C: 1.93432 -3.24269 2.29646
Mo: -0.09391 0.42707 -0.48004
O: 2.85943 0.77094 0.71305
H: 1.90926 -2.28122 0.36651
H: 1.20649 1.47174 -3.30310
Cl: 0.09068 2.80158 -0.84726
H: -2.93965 -0.49257 -1.03562
O: 0.28134 -1.72902 1.58409
C: 0.78359 -1.22447 2.86248
H: -1.28545 -2.51268 -0.46717
C: 0.10500 -0.22925 -2.55022
H: 1.06109 -2.11508 -1.78887
C: 1.25254 0.37083 -3.31387
C: -1.20001 1.09427 1.29547
C: -1.24768 0.29759 -2.34830
C: 1.87678 0.54026 0.13254
O: -1.49997 1.51421 2.32816
H: 2.40866 -2.02251 4.11600
H: -1.69866 1.11218 -2.91933
H: 2.20986 0.06283 -2.85489
H: 2.85584 -3.78058 2.05995
H: 0.07313 -1.51480 3.66054

---

5.
C12H15CrN6O2SSe | the ωB97M-V functional and the def2-TZVPD basis

Properties
HOMO level (alpha / beta), eV: -11.82 / -11.93
Total charge: +1
LUMO energy (alpha / beta), eV: -3.908 / -3.980
Electronic energy, eV: -130321.9308
Kohn-Sham gap (alpha / beta), eV: 7.908 / 7.952
Spin multiplicity: 5

Cartesian coordinates (Å):
C: -3.35910 1.58063 -0.53339
C: -4.36538 2.58752 -0.35821
N: 3.05349 0.42207 -0.02896
H: 1.47557 -2.04713 -3.83823
H: -0.60411 3.36126 0.59362
H: 4.09920 2.12981 -0.71789
N: 0.46847 -2.26157 0.32036
H: 1.22066 -5.24942 1.03563
H: -0.97764 -3.54575 2.34750
N: -3.60663 0.37645 -1.00408
H: 3.28330 -0.17939 0.75643
C: -1.63127 3.14653 0.33804
H: 3.49092 -0.01183 -0.83523
H: -5.38669 2.35636 -0.62371
C: -0.06782 -4.14251 2.38152
C: 0.56496 -3.50898 0.03694
H: 1.07084 -0.55095 -3.14786
O: 1.31226 2.36226 0.40352
H: -0.23917 -4.99700 3.03283
C: 0.31959 -4.63214 0.99208
H: -0.46507 -5.26943 0.57594
C: -2.62062 4.05942 0.48104
Cr: 0.93800 0.58798 -0.18534
C: 2.54235 2.79420 0.57664
Se: -2.10952 -0.53302 -1.03427
N: 1.40838 -1.49020 -3.00238
H: 4.38593 1.76656 0.97841
N: 0.74747 -1.44265 -0.75494
C: -1.97930 1.86020 -0.18144
C: 3.62659 1.78092 0.19952
H: 0.72020 -3.53039 2.81655
C: 1.05415 -2.10175 -1.84669
N: -1.14319 0.84802 -0.39114
O: 2.85081 3.88857 0.96442
H: -4.72772 4.56463 0.27898
C: -3.99096 3.78628 0.13526
S: 1.01538 -3.80401 -1.63189
H: -2.37432 5.03847 0.87040

---

6.
C12H15F5N2O6S2 | the ωB97M-V functional and the def2-TZVPD basis

Properties
HOMO level, eV: -9.09
Total charge: 0
LUMO energy, eV: 0.439
Electronic energy, eV: -63207.6271
Kohn-Sham gap, eV: 9.532

Cartesian coordinates (Å):
C: -2.92798 -1.81847 0.24311
C: 2.10403 -0.84232 -1.65008
H: 0.71465 -0.03214 -0.25369
C: 2.29820 0.34452 2.03817
S: -2.76138 -0.06114 0.84384
C: -0.55087 2.79217 4.11798
F: -1.31686 -2.24635 -1.46709
H: 1.68184 1.17172 1.69805
C: 1.81455 0.07768 -2.86899
H: 2.63096 0.05636 -3.58485
O: -1.60193 0.21397 -2.28287
H: 3.13894 -1.16874 -1.71559
C: 2.35203 -0.71239 0.91169
O: -4.02508 0.56230 0.71530
C: -0.62838 0.81760 -3.20185
C: -2.00510 1.05634 -1.34015
O: -1.62948 0.69396 -0.01336
F: -3.36203 -2.48104 1.29474
H: 2.17901 0.94142 -0.42537
O: -0.02218 1.86052 3.30597
H: -1.20460 1.09217 -4.08020
H: 1.75568 1.10547 -2.51410
H: -0.21529 1.73501 -2.79219
C: 0.68942 1.09040 4.15678
F: -1.80087 -3.81722 -0.11206
H: 1.80182 -1.60029 1.20670
F: -0.59748 -2.19112 0.57851
C: 1.79822 -0.07675 -0.36241
H: 3.39787 -0.99416 0.80950
C: -1.60585 -2.50160 -0.20946
O: -2.29061 -0.16269 2.17032
H: 0.60894 -0.10578 -4.62459
F: -3.83507 -1.90306 -0.71174
N: -0.18920 2.63248 5.31343
H: -1.19819 3.53747 3.70635
S: 1.52557 -0.31460 3.55229
N: 0.62595 1.52505 5.34074
H: 1.43654 -1.69937 -1.70902
C: 0.44805 -0.20550 -3.55447
H: 3.27665 0.74707 2.28221
O: -2.61403 2.07920 -1.52457
H: 0.10356 -1.19816 -3.28701